1.
Molecular formula: C29H44BN8O2STi
Method: DFT, ωB97M-V/def2-TZVPD

Its orbital gap (spin up / spin down) is 7.800 / 7.575 eV. The calculation puts the lowest unoccupied orbital energy (spin up / spin down) at 0.25 / 0.00 eV. Its highest occupied orbital energy (spin up / spin down) is -7.5 / -7.6 eV. Its total energy is -81434.3657 eV. The expectation value of S² is 0.756.

The geometry in ORCA input format:
```
! wB97M-V def2-TZVPD RIJCOSX def2/J DEFGRID3
* xyz 0 2
Ti -0.26 -0.28 -0.29
C -1.71 -1.43 4.30
C -2.18 -0.82 3.03
C -3.16 0.12 2.80
C -3.16 0.32 1.41
N -2.23 -0.43 0.84
N -1.64 -1.17 1.84
B -0.93 -2.55 1.50
N -1.48 -3.00 0.14
N -1.18 -2.30 -1.00
C -1.85 -2.91 -1.99
C -2.58 -3.98 -1.49
C -2.33 -4.00 -0.13
C -2.83 -4.94 0.92
C -1.73 -2.53 -3.46
C -0.28 -2.21 -3.83
C -2.69 -1.40 -3.80
C -2.13 -3.75 -4.30
N 0.62 -2.48 1.40
N 1.22 -1.87 0.32
C 2.53 -2.13 0.41
C 2.77 -2.88 1.57
C 1.55 -3.08 2.17
C 1.22 -3.81 3.42
C 3.57 -1.69 -0.60
C 4.02 -0.25 -0.34
C 4.81 -2.58 -0.43
C 3.06 -1.88 -2.02
C -4.16 1.12 0.62
C -5.55 0.53 0.93
C -3.93 0.99 -0.88
C -4.13 2.58 1.06
H -2.24 -1.00 5.15
H -0.64 -1.24 4.44
H -1.86 -2.51 4.32
H -3.79 0.59 3.53
H -1.21 -3.34 2.35
H -3.18 -4.69 -2.03
H -3.50 -5.67 0.46
H -3.37 -4.42 1.71
H -2.01 -5.49 1.39
H 0.12 -1.36 -3.29
H -0.22 -1.98 -4.90
H 0.36 -3.07 -3.63
H -2.46 -0.46 -3.29
H -3.71 -1.68 -3.54
H -2.67 -1.20 -4.88
H -1.53 -4.63 -4.07
H -1.99 -3.52 -5.36
H -3.18 -4.02 -4.17
H 3.72 -3.26 1.91
H 2.10 -4.37 3.75
H 0.40 -4.51 3.30
H 0.95 -3.12 4.22
H 4.44 -0.16 0.66
H 3.22 0.48 -0.43
H 4.80 0.00 -1.06
H 5.30 -2.42 0.53
H 5.53 -2.33 -1.21
H 4.58 -3.64 -0.52
H 2.19 -1.28 -2.28
H 2.80 -2.93 -2.21
H 3.86 -1.62 -2.72
H -5.60 -0.53 0.67
H -6.31 1.06 0.34
H -5.81 0.64 1.98
H -4.05 -0.04 -1.22
H -2.95 1.32 -1.20
H -4.67 1.60 -1.41
H -4.25 2.67 2.14
H -4.96 3.12 0.59
H -3.20 3.09 0.79
S 0.94 0.66 1.92
C 0.17 2.11 1.36
C 0.25 3.40 1.91
C -0.27 4.46 1.22
C -0.88 4.26 -0.02
C -0.96 2.97 -0.49
N -0.49 1.92 0.21
H 0.76 3.53 2.86
H -0.20 5.46 1.63
H -1.26 5.08 -0.61
H -1.41 2.75 -1.44
O -0.75 0.41 -2.07
N 0.40 0.89 -2.31
O 1.16 0.52 -1.41
*
```

2.
Molecular formula: C25H28BrN3OOs
Method: DFT, ωB97M-V/def2-TZVPD

Its orbital gap (spin up / spin down) is 6.905 / 4.869 eV. The calculation puts the lowest unoccupied orbital energy (spin up / spin down) at -13.46 / -15.32 eV. Its highest occupied orbital energy (spin up / spin down) is -20.4 / -20.2 eV. Its total energy is -105361.7510 eV. The expectation value of S² is 6.052.

The geometry in ORCA input format:
```
! wB97M-V def2-TZVPD RIJCOSX def2/J DEFGRID3
* xyz 4 5
Os -0.35 0.52 -0.83
C 3.52 -2.05 -1.47
C 3.54 -0.74 -2.15
C 4.52 -0.51 -3.14
C 4.49 0.62 -3.93
C 3.45 1.54 -3.80
C 2.44 1.36 -2.84
C 1.32 2.33 -2.70
C 2.55 0.27 -1.94
N 1.69 0.22 -0.84
C 2.19 0.00 0.37
C 3.60 0.18 0.73
C 1.21 -0.34 1.38
C 1.65 -0.74 2.73
N -0.04 -0.29 0.99
C -1.11 -0.61 1.87
C -1.47 0.29 2.89
C -0.81 1.60 3.07
C -2.49 -0.09 3.79
C -3.11 -1.32 3.70
C -2.73 -2.21 2.71
C -1.73 -1.87 1.76
C -1.31 -2.87 0.76
H 3.51 -2.85 -2.21
H 2.68 -2.19 -0.80
H 4.46 -2.21 -0.94
H 5.31 -1.24 -3.29
H 5.26 0.79 -4.67
H 3.46 2.43 -4.41
H 1.29 3.02 -3.54
H 1.44 2.92 -1.78
H 0.35 1.79 -2.66
H 4.20 0.57 -0.08
H 4.06 -0.74 1.10
H 3.67 0.87 1.57
H 2.48 -1.45 2.69
H 0.84 -1.18 3.32
H 2.03 0.13 3.28
H -0.12 1.86 2.27
H -0.28 1.61 4.03
H -1.55 2.39 3.19
H -2.77 0.61 4.57
H -3.87 -1.60 4.42
H -3.18 -3.19 2.66
H -2.18 -3.39 0.35
H -0.73 -3.66 1.24
H -0.72 -2.44 -0.05
O -6.41 1.59 -1.29
C -5.19 1.21 -1.21
C -4.70 -0.11 -1.37
C -3.35 -0.36 -1.25
N -2.43 0.57 -0.95
C -2.91 1.83 -0.78
Br -1.51 3.07 -0.30
C -4.21 2.21 -0.91
H -7.09 0.92 -1.50
H -5.38 -0.92 -1.60
H -2.98 -1.37 -1.41
H -4.52 3.24 -0.79
*
```

3.
Molecular formula: C38H47Cl3IN5O5SSi2Zr
Method: DFT, ωB97M-V/def2-TZVPD

Its orbital gap is 7.013 eV. The calculation puts the lowest unoccupied orbital energy at -1.04 eV. Its highest occupied orbital energy is -8.1 eV. Its total energy is -131411.2587 eV.

The geometry in ORCA input format:
```
! wB97M-V def2-TZVPD RIJCOSX def2/J DEFGRID3
* xyz 0 1
Zr 0.03 -1.08 2.14
C 2.38 -0.54 1.80
C 2.30 -1.95 1.90
C 1.93 -2.26 3.22
C 1.78 -1.04 3.94
C 2.10 0.01 3.07
H 2.69 -0.02 0.90
H 2.47 -2.64 1.09
H 1.79 -3.24 3.65
H 1.48 -0.95 4.97
H 2.02 1.06 3.31
N -0.14 3.13 0.22
C 0.25 1.91 0.61
N -0.56 0.94 0.90
C -1.93 1.16 0.78
N -2.78 0.19 0.86
N -2.15 -1.01 1.13
C -2.75 -2.06 0.76
C -2.07 -3.34 0.97
C -2.64 -4.52 0.52
C -1.92 -5.70 0.65
C -0.67 -5.64 1.22
C -0.18 -4.43 1.66
N -0.86 -3.28 1.56
C -2.41 2.52 0.53
C -3.77 2.86 0.60
C -4.16 4.16 0.38
C -3.21 5.14 0.07
C -1.87 4.82 0.00
C -1.48 3.50 0.25
H 0.57 3.82 0.01
H 1.31 1.72 0.65
H -3.71 -2.02 0.24
H -3.62 -4.49 0.06
H -2.34 -6.63 0.30
H -0.06 -6.53 1.34
H 0.80 -4.37 2.11
H -4.48 2.08 0.84
H -5.21 4.43 0.45
H -3.52 6.16 -0.10
H -1.13 5.57 -0.22
Cl -0.80 -4.31 4.79
Si -1.18 -2.29 4.35
Cl -0.79 -1.37 6.19
Cl -3.29 -2.16 4.16
C 3.39 -2.77 -4.49
C 2.61 -2.74 -3.18
C 3.56 -2.95 -2.00
C 1.53 -3.81 -3.19
O 1.99 -1.46 -3.11
Si 1.43 -0.52 -1.89
S 0.32 -1.68 -0.56
O 0.62 0.71 -2.63
C -0.55 0.72 -3.46
C -0.38 1.90 -4.40
C -1.76 0.93 -2.55
C -0.71 -0.58 -4.24
O 2.68 0.26 -1.13
C 3.64 1.18 -1.67
C 3.11 2.60 -1.49
C 3.92 0.91 -3.14
C 4.91 0.98 -0.85
H 3.89 -3.73 -4.62
H 4.14 -1.98 -4.51
H 2.71 -2.62 -5.33
H 4.04 -3.93 -2.07
H 3.01 -2.90 -1.06
H 4.34 -2.19 -1.99
H 1.97 -4.80 -3.31
H 0.84 -3.64 -4.02
H 0.96 -3.78 -2.26
H -0.24 2.82 -3.84
H -1.26 2.01 -5.04
H 0.49 1.75 -5.04
H -1.66 1.87 -2.00
H -1.84 0.11 -1.84
H -2.68 0.98 -3.14
H 0.17 -0.76 -4.86
H -1.59 -0.51 -4.88
H -0.83 -1.42 -3.56
H 2.13 2.70 -1.96
H 3.80 3.32 -1.95
H 3.05 2.84 -0.43
H 3.02 1.05 -3.74
H 4.28 -0.10 -3.28
H 4.69 1.60 -3.49
H 4.71 1.13 0.22
H 5.68 1.69 -1.15
H 5.29 -0.03 -0.98
I -6.47 4.42 4.26
C -4.60 3.49 4.17
C -4.53 2.10 4.17
C -3.29 1.49 4.04
C -2.14 2.26 3.91
C -2.23 3.65 3.94
C -3.46 4.27 4.06
C -0.80 1.64 3.62
O 0.18 2.36 3.49
O -0.81 0.35 3.46
H -5.42 1.50 4.26
H -3.21 0.41 4.01
H -1.32 4.23 3.84
H -3.53 5.35 4.07
*
```